119
Properties=species:S:1:pos:R:3:forces:R:3 method="wB97M-V/def2-TZVPD" energy_ha=-3897.23682 lumo_ev=0.339 spin_multiplicity=1 gap_ev=6.32
Au 0.974046 -0.787937 0.903130 0.534 0.428 2.130
P -2.302150 -0.624529 2.206601 -0.240 -0.193 -0.183
P 1.095252 0.816558 2.528774 0.450 0.433 -0.037
P 2.839823 0.034007 -1.144557 0.444 -0.454 -0.597
Si -0.626602 0.410600 -0.428101 0.097 -2.586 -0.754
N 0.101436 -1.586947 -0.612924 -0.895 1.793 -1.717
C -4.990385 2.014998 3.768734 0.048 -0.029 -0.018
C -2.028911 3.945351 1.274063 0.033 0.092 -0.030
C -1.002684 -5.467907 -1.817989 -0.020 0.106 -0.062
C -1.239790 -4.374307 -2.639534 0.040 0.014 0.019
C -0.826717 1.883789 0.803334 0.068 -0.146 0.263
C -4.026762 1.371885 3.008937 0.064 -0.027 -0.048
C 2.151131 1.461916 -3.449106 -0.041 0.038 0.063
C 6.590708 0.246492 -2.947660 -0.017 -0.013 0.010
C -3.660334 0.045724 3.273548 0.146 0.083 -0.077
C 0.007281 -3.973016 -0.195891 0.089 0.151 0.082
C 2.865606 -1.644176 -1.901450 -0.085 -0.009 0.103
C -0.502914 1.800268 -2.830756 0.197 0.058 0.197
C -0.878412 -3.084882 -2.272233 -0.044 0.261 -0.005
C 1.521384 -0.760554 4.727589 -0.032 0.006 0.039
C 4.733002 3.658361 2.943756 -0.003 0.020 -0.012
C -2.738415 -4.751544 2.165232 0.064 0.044 -0.069
C -5.230814 0.043496 5.111883 0.064 -0.014 -0.030
C 3.031245 -4.243707 -2.911887 0.026 0.027 0.021
C 3.609618 -2.617890 -1.236967 -0.112 -0.072 0.068
C 1.216370 -1.362206 5.938554 0.029 -0.014 -0.018
C 0.705075 -3.812475 1.126657 -0.319 -0.233 0.047
C -2.755890 -3.425057 1.746043 -0.042 -0.025 0.050
C 4.572792 2.626818 3.854204 -0.004 -0.079 0.037
C 7.140783 1.361120 -2.329338 -0.022 -0.025 -0.029
C -1.117125 -1.957909 -3.248305 0.054 -0.157 0.078
C 2.224198 -1.980425 -3.087067 0.060 -0.028 -0.002
C -5.600509 1.348577 4.825596 0.021 -0.040 0.011
C 5.087424 1.674208 -1.124023 -0.008 -0.025 -0.062
C -1.308337 4.119600 2.447658 0.048 -0.008 0.031
C -2.298801 -2.419280 2.590679 -0.171 0.181 0.146
C -2.449141 -0.082968 -0.592199 -0.160 0.330 0.061
C -0.772263 -0.024830 6.095012 -0.002 0.116 -0.020
C -3.166036 0.020887 -1.789044 -0.072 0.095 0.173
C -0.370173 3.169416 2.818575 -0.030 -0.036 -0.058
C -5.184247 -0.737926 -0.741039 -0.051 -0.027 0.115
C -0.273283 -2.835075 -1.006977 -0.286 -0.431 0.437
C 4.521101 0.553141 -1.734322 -0.068 0.235 0.130
C -0.005647 2.337143 -4.008966 -0.043 0.005 -0.030
C 3.815775 3.809866 1.912372 0.001 -0.083 -0.106
C 2.306781 -3.274715 -3.589057 0.036 0.043 -0.022
C -4.262850 -0.604371 4.345618 -0.088 0.024 -0.029
C -1.772798 -2.771571 3.839722 0.026 0.057 0.017
C 2.758136 2.921660 1.782261 0.061 -0.024 -0.025
C 2.578448 1.890400 2.706795 -0.165 0.099 0.146
C -0.462390 0.587455 4.884981 0.027 0.135 0.137
C 0.700073 0.241236 4.204623 -0.112 -0.327 -0.113
C 1.667185 0.917970 -2.257615 -0.084 0.108 -0.096
C -0.152272 2.044457 2.021463 0.050 0.137 -0.091
C -4.514382 -0.294286 -1.868484 0.035 -0.013 -0.001
C 0.298980 1.071846 -1.936987 -0.263 0.470 -0.083
C 0.065009 -0.994920 6.623387 0.014 0.006 0.017
C -2.262271 -5.085856 3.423068 0.056 -0.045 0.000
C 3.687623 -3.911592 -1.732256 -0.012 0.007 0.021
C -1.765926 -4.093011 4.259943 0.019 0.076 -0.019
C -1.787228 2.844725 0.467361 0.169 -0.031 -0.205
C -4.500966 -0.837062 0.461645 0.118 -0.085 -0.055
C 6.381168 2.081737 -1.418822 -0.055 0.025 0.049
C -3.144183 -0.517562 0.558058 -0.059 -0.013 -0.084
C 1.329031 2.159496 -4.323140 0.033 -0.013 -0.001
C 5.293648 -0.158382 -2.652641 0.047 0.110 -0.067
C 3.494258 1.756136 3.745401 0.025 -0.019 0.008
C -0.365288 -5.244436 -0.609549 0.145 -0.149 0.104
H 6.799794 2.950312 -0.921851 -0.026 -0.045 -0.040
H -1.706184 -4.526453 -3.609438 0.027 0.043 0.027
H -5.026414 -1.178382 1.344314 -0.038 0.002 0.049
H -3.551152 1.898298 2.184439 -0.075 -0.052 0.104
H 0.014846 -3.474702 1.911056 0.138 -0.001 -0.095
H 4.130739 -2.354406 -0.320168 -0.035 -0.057 -0.004
H -1.362872 -1.996178 4.484231 -0.082 -0.130 -0.067
H -1.546236 1.970166 -2.590710 0.063 0.047 -0.029
H 1.802476 -3.524956 -4.515907 -0.026 0.012 0.076
H 2.391766 -1.084046 4.167172 -0.002 -0.053 0.022
H -2.776019 4.674551 0.983648 0.013 -0.016 -0.003
H -5.267287 3.037342 3.537279 0.020 -0.037 -0.001
H 1.138913 -4.763431 1.447541 -0.004 0.089 0.002
H -0.149363 -6.089666 0.040364 0.020 0.079 -0.018
H -2.358411 2.724793 -0.449998 0.007 0.039 0.088
H -6.358808 1.844308 5.419240 0.025 -0.012 -0.007
H 3.197772 1.343142 -3.698045 0.010 -0.009 -0.002
H 7.176050 -0.321023 -3.661897 -0.021 0.020 0.025
H -0.939806 -2.297784 -4.273342 0.025 0.035 0.056
H -2.144300 -1.597385 -3.192531 0.084 -0.113 -0.096
H 5.282234 2.502507 4.663878 -0.045 -0.001 -0.025
H -3.087111 -5.525298 1.493171 0.001 0.011 -0.006
H -3.114312 -3.187239 0.753968 -0.031 0.033 -0.039
H -5.040456 -0.192726 -2.810661 0.036 -0.017 0.010
H 3.922860 4.620662 1.201295 0.010 -0.043 0.006
H -1.470572 4.993147 3.066807 -0.021 -0.039 0.006
H -1.140598 1.322599 4.472240 -0.015 -0.006 -0.009
H 4.250967 -4.666348 -1.194177 -0.010 0.062 -0.031
H 4.888873 -1.031998 -3.145569 0.004 -0.008 0.016
H 3.364414 0.981823 4.489507 0.023 0.021 0.010
H 1.865609 -2.130996 6.338643 -0.016 0.005 -0.030
H 3.084156 -5.253912 -3.298705 -0.017 0.022 0.020
H -0.658664 2.893320 -4.671856 0.021 -0.028 0.029
H 0.209786 3.306737 3.724497 -0.033 -0.001 0.028
H -4.002115 -1.626519 4.583719 0.039 -0.059 -0.026
H 2.059095 3.043123 0.963164 -0.030 0.024 0.013
H -0.189839 -1.481140 7.557008 0.024 0.028 -0.004
H -2.669361 0.358150 -2.686913 -0.018 -0.027 0.008
H 1.648062 -1.235078 -3.620557 0.032 -0.050 0.007
H 4.502809 2.225669 -0.399858 -0.007 0.056 0.106
H -6.234507 -1.003188 -0.792463 0.057 0.037 0.017
H 8.157705 1.661510 -2.551936 -0.037 -0.002 -0.002
H -5.699623 -0.484358 5.933956 0.009 0.007 -0.021
H -1.286009 -6.468330 -2.123541 0.001 0.052 0.021
H -1.367718 -4.345815 5.236311 -0.008 0.002 -0.044
H -0.456390 -1.117155 -3.029319 -0.104 -0.086 -0.070
H -2.256142 -6.121547 3.743631 -0.001 0.052 -0.013
H 1.511437 -3.068902 1.062017 0.214 -0.181 0.000
H 5.566869 4.343562 3.036796 -0.039 -0.012 0.009
H 1.736383 2.566672 -5.240566 0.005 -0.015 0.022
H -1.680834 0.252773 6.615849 0.005 -0.015 -0.046